<a>
ORCA calculation (ωB97M-V/def2-TZVPD) on C5H8N2 in the gas phase.

Bonds (Å) are listed after each position.
CARTESIAN COORDINATES (ANGSTROEM)
1 C -1.450 1.548 -0.709  C2 1.484, H8 1.092, H9 1.094, H10 1.098
2 C -0.445 0.743 0.028  C1 1.484, C3 1.357, N7 1.383
3 C 0.896 0.665 -0.161  C2 1.357, C4 1.444, H11 1.080
4 C 1.359 -0.547 0.474  C3 1.444, N5 1.452, C6 1.404
5 N 1.892 -1.483 -0.499  C4 1.452, H12 1.023, H13 1.007
6 C 0.320 -0.891 1.353  C4 1.404, N7 1.378, H14 1.087
7 N -0.797 -0.160 1.014  C2 1.383, C6 1.378, H15 1.012
8 H -1.811 2.394 -0.120  C1 1.092
9 H -1.003 1.906 -1.641  C1 1.094
10 H -2.311 0.925 -0.985  C1 1.098
11 H 1.470 1.417 -0.681  C3 1.080
12 H 1.032 -1.776 -0.969  N5 1.023
13 H 2.349 -2.331 -0.205  N5 1.007
14 H 0.153 -1.680 2.084  C6 1.087
15 H -1.647 -0.708 0.965  N7 1.012

Output
HOMO level, eV: -7.610
Spin multiplicity: 1

These are the Löwdin partial charges, in e, on atoms 1 to 5: -0.04 -0.35 -0.04 -0.31 0.04


<b>
ORCA calculation (ωB97M-V/def2-TZVPD) on C5H8N2 in the gas phase.

Bonds (Å) are listed after each position.
CARTESIAN COORDINATES (ANGSTROEM)
1 C -2.598 -0.495 -0.266  N2 1.446, H8 1.094, H9 1.094, H10 1.102
2 N -1.340 0.169 0.000  C1 1.446, C3 1.294
3 C -0.225 -0.473 -0.147  N2 1.294, C4 1.407, H11 1.101
4 C 0.975 0.247 0.004  C3 1.407, C5 1.495, C6 1.420
5 C 2.352 -0.332 0.046  C4 1.495, H12 1.093, H13 1.093, H14 1.090
6 C 0.693 1.603 0.316  C4 1.420, N7 1.256, H15 1.096
7 N -0.331 2.312 0.155  C6 1.256
8 H -3.076 -0.082 -1.160  C1 1.094
9 H -3.261 -0.314 0.584  C1 1.094
10 H -2.488 -1.583 -0.405  C1 1.102
11 H -0.170 -1.549 -0.372  C3 1.101
12 H 3.105 0.419 -0.206  C5 1.093
13 H 2.437 -1.126 -0.701  C5 1.093
14 H 2.603 -0.762 1.016  C5 1.090
15 H 1.323 1.966 1.136  C6 1.096

Output
HOMO level (spin up / spin down), eV: -8.084 / -8.337
Spin multiplicity: 1

These are the Löwdin partial charges, in e, on atoms 1 to 5: -0.12 -0.02 -0.16 -0.25 -0.06


<c>
ORCA calculation (ωB97M-V/def2-TZVPD) on C5H8N2 in the gas phase.

Bonds (Å) are listed after each position.
CARTESIAN COORDINATES (ANGSTROEM)
1 C -2.232 -0.303 0.343  C2 1.495, H8 1.092, H9 1.090, H10 1.096
2 C -0.938 -0.095 -0.378  C1 1.495, C3 1.369, C7 1.425
3 C -0.465 1.141 -0.730  C2 1.369, N4 1.376, H11 1.080
4 N 0.909 1.109 -0.655  C3 1.376, C5 1.370, H12 1.004
5 C 1.305 -0.135 -0.240  N4 1.370, N6 1.416, C7 1.370
6 N 2.634 -0.329 0.208  C5 1.416, H13 1.020, H14 1.015
7 C 0.193 -0.930 -0.149  C2 1.425, C5 1.370, H15 1.085
8 H -2.962 0.486 0.147  C1 1.092
9 H -2.700 -1.278 0.213  C1 1.090
10 H -1.954 -0.224 1.400  C1 1.096
11 H -1.013 2.046 -0.948  C3 1.080
12 H 1.526 1.900 -0.708  N4 1.004
13 H 2.657 -0.103 1.202  N6 1.020
14 H 2.877 -1.313 0.138  N6 1.015
15 H 0.164 -1.971 0.156  C7 1.085

Output
HOMO level, eV: -7.681
Spin multiplicity: 1

These are the Löwdin partial charges, in e, on atoms 1 to 5: -0.07 -0.31 -0.10 0.07 -0.39


<d>
ORCA calculation (ωB97M-V/def2-TZVPD) on C5H8N2 in the gas phase.

Bonds (Å) are listed after each position.
CARTESIAN COORDINATES (ANGSTROEM)
1 C 1.027 0.028 0.965  C2 1.568, H8 1.094, H9 1.096, H10 1.093
2 C -0.061 -0.052 -0.161  C1 1.568, C3 1.550, N4 1.404, C5 1.488
3 C -0.030 1.254 -0.995  C2 1.550, H11 1.093, H12 1.092, H13 1.096
4 N 0.119 -1.174 -0.987  C2 1.404, H14 1.022
5 C -1.291 -0.222 0.658  C2 1.488, C6 1.380, H15 1.086
6 C -1.772 -1.507 0.509  C5 1.380, N7 1.221
7 N -1.310 -2.344 -0.250  C6 1.221
8 H 0.868 0.876 1.639  C1 1.094
9 H 1.995 0.154 0.467  C1 1.096
10 H 1.043 -0.900 1.542  C1 1.093
11 H 0.958 1.386 -1.444  C3 1.093
12 H -0.775 1.201 -1.792  C3 1.092
13 H -0.242 2.119 -0.357  C3 1.096
14 H 1.112 -1.357 -1.147  N4 1.022
15 H -1.640 0.537 1.353  C5 1.086

Output
HOMO level (spin up / spin down), eV: -9.505 / -8.520
Spin multiplicity: 1

These are the Löwdin partial charges, in e, on atoms 1 to 5: -0.04 -0.68 -0.02 0.14 -0.06


Most stable: <c> (next structure +0.0675 hartree)


<a>
ORCA calculation (ωB97M-V/def2-TZVPD) on C5H8N2 in the gas phase.

Bonds (Å) are listed after each position.
CARTESIAN COORDINATES (ANGSTROEM)
1 C 1.730 -0.623 -0.449  C2 1.833, C3 1.885, H8 1.085, H9 1.087, H10 1.100
2 C 0.985 -0.186 1.168  C1 1.833, C3 1.425, N7 1.391
3 C 0.033 -0.849 0.340  C1 1.885, C2 1.425, C4 1.444, H11 1.085
4 C -1.019 0.044 -0.087  C3 1.444, N5 1.411, C6 1.363
5 N -2.063 -0.296 -0.972  C4 1.411, H12 1.013, H13 1.014
6 C -0.680 1.253 0.445  C4 1.363, N7 1.382, H14 1.084
7 N 0.510 1.121 1.134  C2 1.391, C6 1.382, H15 1.007
8 H 2.359 0.261 -0.440  C1 1.085
9 H 2.317 -1.513 -0.241  C1 1.087
10 H 1.286 -0.696 -1.452  C1 1.100
11 H 0.001 -1.927 0.227  C3 1.085
12 H -2.766 0.429 -1.042  N5 1.013
13 H -2.518 -1.166 -0.719  N5 1.014
14 H -1.195 2.205 0.376  C6 1.084
15 H 0.935 1.870 1.657  N7 1.007

Output
HOMO level, eV: -7.775
Spin multiplicity: 1

These are the Löwdin partial charges, in e, on atoms 1 to 5: -0.04 -0.18 -0.17 -0.33 0.07


<b>
ORCA calculation (ωB97M-V/def2-TZVPD) on C5H8N2 in the gas phase.

Bonds (Å) are listed after each position.
CARTESIAN COORDINATES (ANGSTROEM)
1 C -1.003 1.118 -1.825  N2 1.464, H8 1.093, H9 1.092, H10 1.115
2 N -0.225 0.443 -0.786  C1 1.464, C3 1.367, C7 1.402
3 C 0.491 1.185 0.112  N2 1.367, C4 1.366, H11 1.081
4 C 0.828 0.414 1.189  C3 1.366, C5 1.424, H12 1.083
5 C 0.332 -0.897 0.938  C4 1.424, N6 1.408, C7 1.382
6 N 0.445 -1.924 1.895  C5 1.408, H13 1.012, H14 1.009
7 C -0.296 -0.867 -0.292  N2 1.402, C5 1.382, H15 1.084
8 H -0.483 2.059 -2.023  C1 1.093
9 H -1.020 0.540 -2.752  C1 1.092
10 H -2.051 1.403 -1.572  C1 1.115
11 H 0.756 2.208 -0.115  C3 1.081
12 H 1.327 0.744 2.091  C4 1.083
13 H 1.298 -1.866 2.437  N6 1.012
14 H 0.286 -2.869 1.583  N6 1.009
15 H -0.685 -1.691 -0.879  C7 1.084

Output
HOMO level, eV: -7.425
Spin multiplicity: 1

These are the Löwdin partial charges, in e, on atoms 1 to 5: -0.04 -0.17 -0.13 -0.06 -0.35


<c>
ORCA calculation (ωB97M-V/def2-TZVPD) on C5H8N2 in the gas phase.

Bonds (Å) are listed after each position.
CARTESIAN COORDINATES (ANGSTROEM)
1 H 0.415 2.182 -1.653  N2 1.016
2 N 1.212 2.012 -1.046  H1 1.016, C3 1.265
3 C 0.736 1.135 -0.269  N2 1.265, C4 1.467, C6 1.454
4 C 0.929 0.138 0.790  C3 1.467, N5 1.437, C6 1.511, H9 1.088
5 N 1.744 -1.034 0.622  C4 1.437, H10 1.014, H11 1.018
6 C -0.363 0.226 0.012  C3 1.454, C4 1.511, C7 1.491, C8 1.497
7 C -1.788 0.044 0.415  C6 1.491, C8 1.508, H12 1.088, H13 1.087
8 C -1.180 -0.848 -0.637  C6 1.497, C7 1.508, H14 1.088, H15 1.088
9 H 0.864 0.512 1.809  C4 1.088
10 H 2.711 -0.794 0.816  N5 1.014
11 H 1.703 -1.324 -0.352  N5 1.018
12 H -1.959 -0.395 1.396  C7 1.088
13 H -2.547 0.759 0.109  C7 1.087
14 H -1.524 -0.741 -1.664  C8 1.088
15 H -0.953 -1.874 -0.350  C8 1.088

Output
HOMO level, eV: -8.977
Spin multiplicity: 1

These are the Löwdin partial charges, in e, on atoms 1 to 5: 0.05 0.15 -0.27 -0.26 0.06


Most stable: <b> (next structure +0.0911 hartree)


<a>
ORCA calculation (ωB97M-V/def2-TZVPD) on C5H8N2 in the gas phase.

Bonds (Å) are listed after each position.
CARTESIAN COORDINATES (ANGSTROEM)
1 C 0.110 -1.231 2.118  C2 1.507, H8 1.093, H9 1.098, H10 1.097
2 C 0.057 -0.535 0.783  C1 1.507, C3 1.362, C7 1.438
3 C -1.129 -0.396 0.125  C2 1.362, N4 1.364, H11 1.076
4 N -0.914 0.360 -0.989  C3 1.364, C5 1.366, H12 1.003
5 C 0.394 0.746 -1.071  N4 1.366, N6 1.418, C7 1.393
6 N 0.675 1.688 -2.093  C5 1.418, H13 1.015, H14 1.016
7 C 1.047 0.175 0.019  C2 1.438, C5 1.393, H15 1.083
8 H 1.098 -1.585 2.424  C1 1.093
9 H -0.258 -0.569 2.913  C1 1.098
10 H -0.560 -2.100 2.105  C1 1.097
11 H -2.112 -0.760 0.369  C3 1.076
12 H -1.624 0.650 -1.635  N4 1.003
13 H 1.291 1.396 -2.845  N6 1.015
14 H -0.192 1.965 -2.545  N6 1.016
15 H 2.099 0.168 0.276  C7 1.083

Output
HOMO level, eV: -7.437
Spin multiplicity: 1

These are the Löwdin partial charges, in e, on atoms 1 to 5: -0.07 -0.30 -0.12 0.04 -0.36


<b>
ORCA calculation (ωB97M-V/def2-TZVPD) on C5H8N2 in the gas phase.

Bonds (Å) are listed after each position.
CARTESIAN COORDINATES (ANGSTROEM)
1 C -0.886 -0.473 -2.054  C2 1.554, H8 1.116, H9 1.065, H10 1.204
2 C -0.068 0.394 -1.058  C1 1.554, C3 1.507, H11 1.138, H12 1.195
3 C 0.074 -0.032 0.381  C2 1.507, C4 1.424, N7 1.364
4 C -0.749 -0.510 1.440  C3 1.424, N5 1.460, H13 1.120
5 N 0.015 -0.361 2.675  C4 1.460, C6 1.397
6 C 1.283 -0.031 2.190  N5 1.397, N7 1.383, H14 1.212
7 N 1.285 0.367 0.865  C3 1.364, C6 1.383, H15 0.993
8 H -0.621 -1.539 -1.857  C1 1.116
9 H -0.757 -0.070 -3.031  C1 1.065
10 H -2.077 -0.352 -1.927  C1 1.204
11 H 0.998 0.553 -1.421  C2 1.138
12 H -0.621 1.453 -1.101  C2 1.195
13 H -1.863 -0.601 1.503  C4 1.120
14 H 2.148 0.171 3.015  C6 1.212
15 H 1.842 1.031 0.380  N7 0.993

Output
HOMO level, eV: -8.350
Spin multiplicity: 1

These are the Löwdin partial charges, in e, on atoms 1 to 5: -0.12 -0.23 -0.31 -0.08 0.02


<c>
ORCA calculation (ωB97M-V/def2-TZVPD) on C5H8N2 in the gas phase.

Bonds (Å) are listed after each position.
CARTESIAN COORDINATES (ANGSTROEM)
1 C 2.116 -0.085 0.577  C2 1.649, H8 1.087, H9 1.083, H10 1.119
2 C 1.189 0.030 -0.782  C1 1.649, C3 1.408, C7 1.433
3 C 0.671 1.241 -0.286  C2 1.408, N4 1.311, H11 1.074
4 N -0.581 1.214 0.103  C3 1.311, N5 1.349
5 N -1.008 0.025 -0.368  N4 1.349, C6 1.442, C7 1.343
6 C -2.314 -0.412 0.061  N5 1.442, H12 1.088, H13 1.097, H14 1.090
7 C -0.039 -0.687 -0.965  C2 1.433, N5 1.343, H15 1.095
8 H 3.163 0.171 0.435  C1 1.087
9 H 1.978 -1.084 0.973  C1 1.083
10 H 1.785 0.563 1.427  C1 1.119
11 H 1.309 2.092 -0.136  C3 1.074
12 H -3.055 0.339 -0.209  C6 1.088
13 H -2.291 -0.514 1.153  C6 1.097
14 H -2.544 -1.381 -0.384  C6 1.090
15 H -0.380 -1.512 -1.598  C7 1.095

Output
HOMO level, eV: -8.051
Spin multiplicity: 1

These are the Löwdin partial charges, in e, on atoms 1 to 5: -0.06 -0.19 -0.25 0.09 -0.22


Most stable: <a> (next structure +0.0546 hartree)


<a>
ORCA calculation (ωB97M-V/def2-TZVPD) on C5H8N2 in the gas phase.

Bonds (Å) are listed after each position.
CARTESIAN COORDINATES (ANGSTROEM)
1 C 1.908 -0.199 -0.420  C2 1.327, H8 1.082, H9 1.090
2 C 0.684 0.304 -0.521  C1 1.327, C3 1.511, H10 1.094
3 C -0.188 -0.297 -1.599  C2 1.511, N4 1.526, H11 1.104, H12 1.109
4 N -1.656 -0.437 -1.203  C3 1.526, C5 1.239
5 C -1.674 -0.352 0.033  N4 1.239, C6 1.365
6 C -0.835 -0.247 1.104  C5 1.365, N7 1.404, H13 1.085
7 N -0.782 0.774 2.066  C6 1.404, H14 1.015, H15 1.014
8 H 2.775 0.424 -0.251  C1 1.082
9 H 2.091 -1.261 -0.584  C1 1.090
10 H 0.503 1.363 -0.319  C2 1.094
11 H 0.169 -1.308 -1.861  C3 1.104
12 H -0.020 0.347 -2.486  C3 1.109
13 H -0.442 -1.194 1.458  C6 1.085
14 H -1.330 0.453 2.858  N7 1.015
15 H -1.201 1.632 1.725  N7 1.014

Output
HOMO level, eV: -8.169
Spin multiplicity: 1

These are the Löwdin partial charges, in e, on atoms 1 to 5: 0.01 -0.27 -0.20 0.06 -0.13


<b>
ORCA calculation (ωB97M-V/def2-TZVPD) on C5H8N2 in the gas phase.

Bonds (Å) are listed after each position.
CARTESIAN COORDINATES (ANGSTROEM)
1 C -1.963 -0.796 -1.436  N2 1.484, H8 1.098, H9 1.098
2 N -0.592 -0.647 -0.887  C1 1.484, C3 1.336, N7 1.339
3 C 0.680 -1.039 -0.999  N2 1.336, C4 1.400, H11 1.084
4 C 1.429 -0.359 -0.031  C3 1.400, C5 1.403, H12 1.086
5 C 0.525 0.459 0.664  C4 1.403, C6 1.502, N7 1.348
6 C 0.747 1.399 1.814  C5 1.502, H13 1.095, H14 1.095, H15 1.097
7 N -0.684 0.247 0.106  N2 1.339, C5 1.348, H10 1.151
8 H -2.270 -1.845 -1.335  C1 1.098
9 H -1.946 -0.519 -2.499  C1 1.098
10 H -1.816 0.364 -0.066  N7 1.151
11 H 0.980 -1.759 -1.753  C3 1.084
12 H 2.497 -0.433 0.150  C4 1.086
13 H 0.091 2.272 1.743  C6 1.095
14 H 1.784 1.753 1.830  C6 1.095
15 H 0.548 0.911 2.776  C6 1.097

Output
HOMO level, eV: -7.523
Spin multiplicity: 1

These are the Löwdin partial charges, in e, on atoms 1 to 5: -0.11 -0.21 -0.05 -0.02 -0.29


<c>
ORCA calculation (ωB97M-V/def2-TZVPD) on C5H8N2 in the gas phase.

Bonds (Å) are listed after each position.
CARTESIAN COORDINATES (ANGSTROEM)
1 C -2.380 -0.141 -0.151  C2 1.496, H8 1.094, H9 1.097, H10 1.096
2 C -0.904 0.080 -0.045  C1 1.496, C3 1.340, C7 1.481
3 C 0.076 -0.783 0.256  C2 1.340, C4 1.506, H11 1.085
4 C 1.366 -0.012 0.344  C3 1.506, N5 1.452, N6 1.461, H12 1.109
5 N 2.453 -0.550 -0.455  C4 1.452, H13 1.016, H14 1.016
6 N 1.046 1.350 -0.076  C4 1.461, C7 1.280
7 C -0.223 1.380 -0.242  C2 1.481, N6 1.280, H15 1.092
8 H -2.621 -1.208 -0.152  C1 1.094
9 H -2.899 0.321 0.697  C1 1.097
10 H -2.789 0.305 -1.064  C1 1.096
11 H -0.020 -1.847 0.442  C3 1.085
12 H 1.616 0.083 1.420  C4 1.109
13 H 3.218 0.118 -0.442  N5 1.016
14 H 2.796 -1.404 -0.024  N5 1.016
15 H -0.735 2.307 -0.508  C7 1.092

Output
HOMO level, eV: -9.356
Spin multiplicity: 1

These are the Löwdin partial charges, in e, on atoms 1 to 5: -0.06 -0.27 0.01 -0.46 0.05


Most stable: <c> (next structure +0.0944 hartree)